Entry 1:
ORCA calculation (wB97M-V/def2-TZVPD) on the molecule C20H24ClN3O3S.

Geometry as ORCA input:
```
! RIJCOSX wB97M-V def2-TZVPD def2/J DEFGRID3
* xyz 0 1
C 0.7041 0.0742 -2.6431
H 0.8319 1.1458 -2.7327
H 1.0943 -0.4299 -3.5185
H 1.1628 -0.3223 -1.7465
S -1.0546 -0.3080 -2.5778
O -1.7180 0.3116 -3.6844
O -1.2011 -1.7205 -2.4111
N -1.5672 0.4530 -1.1357
C -2.5016 -0.2800 -0.3828
C -3.8126 0.1465 -0.1873
C -4.6693 -0.6108 0.5932
C -4.2607 -1.8010 1.1696
C -2.9643 -2.2327 0.9455
C -2.0862 -1.4821 0.1877
H -1.0851 -1.8331 0.0056
H -2.6345 -3.1659 1.3754
H -4.9457 -2.3784 1.7692
Cl -6.2876 -0.0549 0.8343
H -4.1826 1.0469 -0.6518
C -1.7095 1.8917 -1.2875
H -2.4958 2.2811 -0.6408
C -0.3845 2.5871 -0.9615
O 0.2878 3.0864 -1.8488
N -0.0123 2.6462 0.3328
C -0.5739 1.8839 1.4218
H -1.6043 1.5967 1.2251
C 0.2768 0.6316 1.6352
N 1.6544 0.9991 1.9110
C 2.2065 1.8228 0.8493
C 1.3400 3.0659 0.6479
H 1.7193 3.6648 -0.1802
H 1.3166 3.6639 1.5617
H 3.2158 2.1232 1.1397
H 2.2618 1.2842 -0.1124
C 2.4860 -0.1619 2.2241
C 2.5570 -1.1684 1.1013
C 3.5160 -1.0508 0.1017
C 3.5063 -1.9025 -0.9901
C 2.5344 -2.8828 -1.0993
C 1.5869 -3.0235 -0.0995
C 1.6014 -2.1739 0.9932
H 0.8671 -2.2955 1.7774
H 0.8338 -3.7933 -0.1757
H 2.5181 -3.5397 -1.9553
H 4.2584 -1.7972 -1.7582
H 4.2818 -0.2921 0.1823
H 2.0640 -0.6257 3.1200
H 3.4845 0.2112 2.4650
H -0.1082 0.0702 2.4895
H 0.1864 0.0072 0.7317
H -0.5413 2.5086 2.3198
H -1.9530 2.1231 -2.3299
*
```

Output
HOMO level = -8.9 eV
Frontier orbital gap = 9.51 eV
Total energy = -55100.1458 eV
Max |F| = 1.0 eV/A
Energy relative to the best compared isomer or geometry (same formula, charge and spin) = 96.83 kJ/mol
SMILES = CS(=O)(=O)N(CC(=O)N1CCN(Cc2ccccc2)CC1)c1cccc(Cl)c1

---

Entry 2:
ORCA calculation (wB97M-V/def2-TZVPD) on a structure of composition C24H37Cl14N2O2S2.

Geometry as ORCA input:
```
! RIJCOSX wB97M-V def2-TZVPD def2/J DEFGRID3
* xyz -1 1
C -0.1724 0.9479 -2.5421
C -0.8984 0.6309 -1.2193
S -1.6387 -1.0199 -1.1347
C -3.3815 -0.8174 -1.6535
C -3.5325 0.4046 -2.5295
C -3.9847 1.5744 -2.0054
C -4.0933 2.7613 -2.8059
C -4.5997 4.0365 -2.1500
O -4.5081 4.0646 -0.9003
O -5.0507 4.9323 -2.8910
C -3.7313 2.7204 -4.1108
C -3.2864 1.5103 -4.6997
N -2.9269 1.2795 -5.9661
S -2.5005 -0.2575 -6.0912
N -2.7442 -0.7628 -4.5589
C -3.1757 0.3095 -3.9139
H -0.6233 1.7993 -3.0551
H -0.2091 0.1211 -3.2460
H 0.8584 1.2268 -2.3337
H -0.1688 0.6635 -0.4154
H -1.6072 1.4251 -1.0022
H -3.6678 -1.6890 -2.2378
H -4.0669 -0.7503 -0.8121
H -4.2557 1.5903 -0.9618
H -3.7873 3.6199 -4.7097
Cl 2.2936 1.9405 1.5878
C 1.8459 1.1088 3.1090
C 1.6875 -0.3690 2.9146
Cl 0.2536 -0.7744 1.9411
H 0.9367 1.5578 3.4851
H 2.6445 1.3011 3.8255
H 1.5549 -0.8518 3.8787
H 2.5601 -0.8022 2.4287
Cl 2.9726 -3.5300 1.4648
C 2.5876 -3.9075 -0.2382
C 2.7711 -2.7119 -1.1364
Cl 1.5577 -1.4519 -0.8202
H 1.5671 -4.2802 -0.2744
H 3.2588 -4.7096 -0.5408
H 2.6557 -3.0148 -2.1767
H 3.7581 -2.2696 -1.0158
Cl -2.7276 3.8293 -9.7789
C -3.9702 3.6213 -8.5105
C -4.0084 4.7822 -7.5514
Cl -2.5562 4.8474 -6.5320
H -3.7642 2.6890 -7.9897
H -4.9288 3.5349 -9.0203
H -4.8602 4.6731 -6.8796
H -4.1008 5.7323 -8.0723
Cl -2.8710 0.3963 7.4716
C -2.9787 1.1336 5.8480
C -1.8618 0.6851 4.9440
Cl -0.2770 1.3254 5.4619
H -2.9818 2.2132 5.9716
H -3.9340 0.8305 5.4242
H -2.0349 1.0518 3.9332
H -1.7857 -0.3983 4.9053
Cl 2.7488 -7.0673 1.4663
C 2.0467 -6.6201 3.0414
C 1.0264 -7.6227 3.5149
Cl -0.4472 -7.6102 2.5132
H 1.6175 -5.6262 2.9423
H 2.8698 -6.5701 3.7525
H 0.7217 -7.3795 4.5316
H 1.4277 -8.6331 3.5063
Cl 3.8733 0.6375 5.7600
C 3.5257 -0.1660 7.3182
C 3.4089 -1.6645 7.2004
Cl 1.9537 -2.1796 6.3132
H 2.6173 0.2749 7.7214
H 4.3538 0.0768 7.9823
H 3.3364 -2.0987 8.1963
H 4.2743 -2.0911 6.6991
Cl 3.3222 2.3385 -1.5895
C 5.0046 2.3406 -1.0201
C 5.9552 1.7818 -2.0473
Cl 5.7249 0.0300 -2.2986
H 5.0427 1.7742 -0.0919
H 5.2662 3.3756 -0.8036
H 6.9819 1.9203 -1.7115
H 5.8360 2.2754 -3.0084
*
```

Output
HOMO level = -4.7 eV
Frontier orbital gap = 6.26 eV
Total energy = -229551.6771 eV
Max |F| = 1.3 eV/A

---

Entry 3:
ORCA calculation (wB97M-V/def2-TZVPD) on a structure of composition C47H34Cl5N7OP2PbS3Se2.

Geometry as ORCA input:
```
! RIJCOSX wB97M-V def2-TZVPD def2/J DEFGRID3
* xyz -2 1
Pb 2.7609 -0.3701 0.9681
N 2.0010 -2.7939 4.8573
C 2.3576 -1.8042 3.9852
S 3.5793 -2.2039 2.8302
N 1.7234 -0.6607 4.2011
N 1.9762 0.2944 3.2786
C 1.4494 1.4492 3.4434
C 0.5542 1.7687 4.5905
C 0.9089 2.7381 5.5202
C 0.0707 3.0296 6.5903
C -1.1354 2.3571 6.7270
C -1.4986 1.3926 5.7917
C -0.6577 1.0957 4.7290
C 1.7219 2.4932 2.4202
C 0.9599 3.6565 2.3733
C 1.2473 4.6066 1.4103
C 2.2908 4.3846 0.5265
C 2.9767 3.1862 0.6218
N 2.6959 2.2607 1.5328
H 2.1320 -3.7223 4.4867
H 1.1168 -2.6290 5.3132
H 1.8508 3.2637 5.4050
H 0.3596 3.7824 7.3146
H -1.7924 2.5835 7.5585
H -2.4436 0.8714 5.8883
H -0.9316 0.3606 3.9825
H 0.1346 3.7872 3.0592
H 0.6528 5.5105 1.3443
H 2.5560 5.1042 -0.2364
H 3.7784 2.9460 -0.0648
Se -3.8391 0.5535 -3.3631
P -3.3769 -0.0643 -1.3888
C -4.6461 0.6103 -0.2620
C -4.6499 1.9850 -0.0246
C -5.6255 2.5511 0.7753
C -6.6187 1.7512 1.3377
C -6.6312 0.3904 1.0823
C -5.6453 -0.1805 0.2796
C -3.4056 -1.8736 -1.1853
C -2.9576 -2.4338 0.0151
C -2.9677 -3.8109 0.1792
C -3.4269 -4.6284 -0.8464
C -3.8652 -4.0733 -2.0409
C -3.8502 -2.6938 -2.2141
C -1.8255 0.3829 -0.6086
C -0.4748 0.5987 -0.9081
N 0.1389 0.8379 0.2674
N -0.7667 0.7977 1.2276
N -1.9555 0.5202 0.7324
P 0.4724 0.6914 -2.4361
Se 2.4608 1.3930 -2.2528
C -0.4742 1.8524 -3.4702
C -0.5926 1.6646 -4.8406
C -1.2475 2.6104 -5.6181
C -1.7761 3.7495 -5.0282
C -1.6370 3.9504 -3.6595
C -0.9843 3.0071 -2.8814
C 0.3977 -0.9116 -3.2967
C 1.5623 -1.4510 -3.8341
C 1.5238 -2.6766 -4.4881
C 0.3260 -3.3684 -4.6034
C -0.8367 -2.8352 -4.0632
C -0.7977 -1.6136 -3.4106
H -3.8780 2.6031 -0.4676
H -5.6131 3.6172 0.9686
H -7.3771 2.1922 1.9735
H -7.4040 -0.2359 1.5114
H -5.6564 -1.2460 0.0868
H -2.5620 -1.7940 0.7939
H -2.5915 -4.2423 1.0979
H -3.4235 -5.7042 -0.7187
H -4.2107 -4.7142 -2.8438
H -4.1697 -2.2410 -3.1458
H -0.1896 0.7666 -5.2944
H -1.3537 2.4517 -6.6847
H -2.3010 4.4798 -5.6332
H -2.0458 4.8407 -3.1970
H -0.8675 3.1610 -1.8146
H 2.4949 -0.9137 -3.7203
H 2.4379 -3.0959 -4.8919
H 0.3016 -4.3340 -5.0953
H -1.7754 -3.3711 -4.1365
H -1.7091 -1.2109 -2.9934
Cl 5.9438 1.9056 2.1175
C 6.3035 0.7747 0.8158
C 5.3114 -0.0826 0.3775
C 5.7013 -0.9749 -0.6057
Cl 4.5084 -2.1246 -1.2103
C 6.9831 -1.0223 -1.1524
Cl 7.4023 -2.1635 -2.3936
C 7.9458 -0.1291 -0.6875
Cl 9.5559 -0.1623 -1.3341
C 7.6049 0.7782 0.3109
Cl 8.8114 1.8826 0.9046
C 1.8810 -4.8979 -1.1533
O 1.2732 -5.1113 0.1141
C 0.6208 -4.0828 0.7178
S 0.0041 -4.4612 2.2448
S 0.5099 -2.5761 -0.0667
H 1.9964 -5.8878 -1.5950
H 2.8632 -4.4339 -1.0316
H 1.2698 -4.2618 -1.7875
*
```

Output
HOMO level = -2.3 eV
Frontier orbital gap = 6.02 eV
Total energy = -311409.6612 eV
Max |F| = 0.6 eV/A
Energy relative to the best compared isomer or geometry (same formula, charge and spin) = 3.56 kJ/mol

---

Entry 4:
ORCA calculation (wB97M-V/def2-TZVPD) on the molecule C6H10O.

Geometry as ORCA input:
```
! RIJCOSX wB97M-V def2-TZVPD def2/J DEFGRID3
* xyz 0 1
C 1.5523 -1.3904 0.1133
C 0.0660 -1.2467 0.3161
C -0.4224 0.0739 0.9123
C -0.9343 -0.4590 -0.4800
C -0.3541 0.7643 -1.1830
C -0.0708 1.3952 0.1984
O -1.0820 2.3128 0.6189
H 2.0134 -1.7227 1.0545
H 1.9635 -0.4040 -0.1080
H 1.8207 -2.0967 -0.6736
H -0.4127 -2.2050 0.6026
H -1.8780 1.7907 0.7632
H -0.7693 0.2516 1.9332
H -1.8700 -0.9236 -0.7943
H -1.0551 1.2982 -1.8280
H 0.5790 0.5705 -1.7210
H 0.8538 1.9909 0.2751
*
```

Output
HOMO level = -9.4 eV
Frontier orbital gap = 10.48 eV
Total energy = -8429.2605 eV
Max |F| = 1.1 eV/A
Energy relative to the best compared isomer or geometry (same formula, charge and spin) = 191.03 kJ/mol
SMILES = C[C@@H]1[C@@H]2C[C@@H](O)[C@H]12

---

Entry 5:
ORCA calculation (wB97M-V/def2-TZVPD) on a structure of composition H12NaO6.

Geometry as ORCA input:
```
! RIJCOSX wB97M-V def2-TZVPD def2/J DEFGRID3
* xyz 1 1
Na -0.1130 0.0439 -0.3836
O 2.1330 -0.4091 -0.1766
H 2.1330 0.4209 0.3504
H 2.2130 -1.2021 0.3754
O -0.8680 -1.9601 0.9744
H -1.7260 -2.1081 0.6184
H -1.1060 -1.7121 1.8744
O 0.5230 0.6919 1.9464
H 1.3270 0.2709 2.3054
H 0.6290 1.6469 2.0844
O -0.2490 -1.4881 -2.0306
H 0.0670 -1.5141 -2.9386
H -0.2810 -2.4531 -1.7976
O 0.4870 2.0299 -1.0836
H 1.1140 2.6909 -0.7196
H 0.5950 2.0639 -2.0066
O -2.0200 0.9989 0.4944
H -2.2700 1.7409 -0.0626
H -2.5880 0.2469 0.1764
*
```

Output
HOMO level = -15.3 eV
Frontier orbital gap = 11.98 eV
Total energy = -16892.6609 eV
Max |F| = 2.3 eV/A
Energy relative to the best compared isomer or geometry (same formula, charge and spin) = 64.41 kJ/mol

---

Entry 6:
ORCA calculation (wB97M-V/def2-TZVPD) on a structure of composition C43H51CrN3O7P2S4.

Geometry as ORCA input:
```
! RIJCOSX wB97M-V def2-TZVPD def2/J DEFGRID3
* xyz -2 5
Cr 0.0836 -0.4408 -0.2977
O 1.5986 0.2079 1.1538
P 2.4522 1.3754 1.4590
C 1.9541 2.8240 0.4481
P 0.2969 3.2441 1.1757
O -0.5083 2.0828 1.5454
C 0.6608 4.3303 2.5749
C -0.0894 4.1516 3.7423
C 0.0574 5.0060 4.8091
C 0.9458 6.0784 4.7336
C 1.6819 6.2736 3.5707
C 1.5398 5.4179 2.5022
C -0.5270 4.3504 -0.0043
C -1.8982 4.1395 -0.1379
C -2.6598 4.9539 -0.9440
C -2.0616 6.0059 -1.6328
C -0.7007 6.2333 -1.4877
C 0.0654 5.4216 -0.6740
C 4.1846 0.9557 1.1846
C 5.2284 1.8189 0.8171
C 6.5298 1.3639 0.8113
C 6.8341 0.0581 1.1852
C 5.7976 -0.8059 1.5534
C 4.5001 -0.3619 1.5553
C 2.2847 1.8403 3.1973
C 3.1457 2.7357 3.8428
C 3.0389 2.9312 5.2019
C 2.1059 2.2162 5.9456
C 1.2822 1.2913 5.3125
C 1.3754 1.0925 3.9534
H 1.8394 2.4487 -0.5770
H 2.6639 3.6475 0.4858
H -0.7668 3.3105 3.7857
H -0.5131 4.8514 5.7168
H 1.0632 6.7538 5.5710
H 2.3720 7.1071 3.5062
H 2.1126 5.5842 1.6007
H -2.3274 3.2900 0.3740
H -3.7201 4.7709 -1.0539
H -2.6508 6.6322 -2.2909
H -0.2341 7.0529 -2.0223
H 1.1265 5.6101 -0.5747
H 5.0134 2.8351 0.5169
H 7.3322 2.0278 0.5128
H 7.8586 -0.2893 1.1858
H 6.0300 -1.8227 1.8488
H 3.6801 -1.0098 1.8372
H 3.8804 3.2840 3.2674
H 3.6858 3.6422 5.6995
H 2.0207 2.3797 7.0118
H 0.5630 0.7248 5.8881
H 0.7351 0.3947 3.4322
C -0.5949 -8.4763 -1.3769
C -0.8939 -7.0116 -1.5265
C -0.2128 -6.0741 -0.7524
C -0.4171 -4.7163 -0.9278
C -1.3062 -4.2837 -1.8934
C -2.0119 -5.2041 -2.6471
C -1.8201 -6.5589 -2.4581
S -1.4472 -2.5444 -2.3858
O -0.2969 -2.3749 -3.2610
O -2.7276 -2.4638 -3.0628
N -1.3289 -1.6014 -1.1327
C -2.4941 -1.6821 -0.2873
C -2.0171 -1.6817 1.1851
O -2.6941 -2.2372 2.0491
O -0.9263 -1.0763 1.3478
H 0.3850 -8.7011 -1.8005
H -1.3321 -9.0877 -1.8943
H -0.5735 -8.7588 -0.3259
H 0.4922 -6.4171 -0.0080
H 0.1080 -3.9841 -0.3346
H -2.7073 -4.8217 -3.3764
H -2.3825 -7.2714 -3.0484
H -3.0860 -2.5759 -0.5162
H -3.1265 -0.7920 -0.4403
O 1.3885 -2.2616 -0.1293
S 2.6780 -1.9423 -0.7888
C 2.5786 -2.6441 -2.4811
C 3.1081 -4.0635 -2.4624
C 4.2623 -4.0756 -1.4638
C 3.7267 -3.3927 -0.2248
H 3.1798 -1.9800 -3.0979
H 1.5326 -2.5716 -2.7822
H 3.4235 -4.3768 -3.4603
H 2.3244 -4.7396 -2.1181
H 5.1007 -3.5031 -1.8668
H 4.6107 -5.0890 -1.2425
H 4.5020 -3.0063 0.4297
H 3.0490 -4.0286 0.3363
C 0.6132 0.3825 -6.2453
C 0.8514 -0.0403 -4.7982
N -0.1532 0.5368 -3.9170
C 0.2957 1.2861 -2.8061
S -0.9609 1.3633 -1.5014
N 0.6520 2.6184 -3.1653
C 1.9422 2.8589 -3.7821
C 2.2985 4.3376 -3.7206
H 1.4034 -0.0105 -6.8844
H 0.5984 1.4665 -6.3244
H -0.3434 -0.0026 -6.5850
H 1.8403 0.2818 -4.4650
H 0.8130 -1.1309 -4.7266
H -0.7820 -0.1911 -3.5942
H 0.5388 3.2069 -2.3454
H 1.8841 2.5487 -4.8297
H 2.7211 2.2606 -3.2840
H 1.4900 4.9281 -4.1443
H 3.2077 4.5304 -4.2897
H 2.4551 4.6522 -2.6907
S 1.7302 0.3487 -1.8720
*
```

Output
HOMO level (alpha / beta) = 1.3 / -2.4 eV
Frontier orbital gap (alpha / beta) = 2.72 / 6.37 eV
Total energy = -154566.1499 eV
⟨S²⟩ = 6.0967
Max |F| = 2.8 eV/A
Energy relative to the best compared isomer or geometry (same formula, charge and spin) = 65.73 kJ/mol

---

Entry 7:
ORCA calculation (wB97M-V/def2-TZVPD) on the ion C2H6O3P with charge -1.

Geometry as ORCA input:
```
! RIJCOSX wB97M-V def2-TZVPD def2/J DEFGRID3
* xyz -1 1
C -0.1923 0.9276 0.6128
C 0.3011 -0.6022 0.0290
O -0.0870 0.2054 -2.5379
O -2.0644 -0.7584 -1.2238
O 0.3173 1.9109 -0.2254
P -0.5990 -0.7270 -1.5044
H -0.1553 1.1214 1.7617
H -1.2078 0.7869 0.3019
H 1.3815 -0.7002 -0.1815
H -0.0935 -1.1983 0.7963
H -0.1203 1.7452 -1.0468
H -0.0749 -1.9520 -1.9437
*
```

Output
HOMO level = -4.7 eV
Frontier orbital gap = 8.93 eV
Total energy = -17604.6140 eV
Max |F| = 4.0 eV/A
Energy relative to the best compared isomer or geometry (same formula, charge and spin) = 131.19 kJ/mol
SMILES = O=[P@H]([O-])CCO

---

Entry 8:
ORCA calculation (wB97M-V/def2-TZVPD) on the ion C26H35N4O4S2 with charge +1.

Geometry as ORCA input:
```
! RIJCOSX wB97M-V def2-TZVPD def2/J DEFGRID3
* xyz 1 1
C 5.0892 0.4258 -1.0520
C 3.8025 -0.3903 -1.1138
H 3.5781 -0.7328 -2.1277
H 3.8902 -1.2671 -0.4671
O 2.6847 0.3128 -0.5829
C 2.0678 1.2414 -1.3245
C 2.4017 1.6563 -2.6084
C 1.6723 2.6412 -3.2636
C 0.5718 3.2540 -2.6920
C 0.2039 2.8288 -1.4304
C 0.9389 1.8468 -0.7340
N 0.4259 1.5061 0.4760
C -0.6605 2.1288 0.7308
N -1.4607 1.7731 1.8154
C -1.6541 0.4474 2.0722
O -2.0727 0.0673 3.1664
C -1.3088 -0.4480 0.9447
C -0.2861 -1.3814 1.0815
C 0.1932 -2.0368 -0.0395
C -0.3742 -1.7798 -1.2718
C -1.4565 -0.9289 -1.4009
C -1.9270 -0.2552 -0.2908
H -2.7514 0.4368 -0.3841
H -1.8893 -0.7839 -2.3782
S 0.3928 -2.4277 -2.7634
O 1.6628 -1.7714 -2.8968
O -0.5486 -2.2840 -3.8364
N 0.6686 -4.0132 -2.3047
C -0.5115 -4.8422 -2.4875
H -0.4897 -5.6393 -1.7390
C -0.3713 -5.3988 -3.9039
H -0.6985 -4.6376 -4.6117
C 1.1381 -5.6366 -4.0299
H 1.3850 -6.6684 -3.7819
H 1.4942 -5.4316 -5.0366
C 1.7678 -4.6798 -2.9972
H 2.3558 -5.2253 -2.2543
H 2.3994 -3.9149 -3.4474
H -0.9539 -6.3043 -4.0561
H -1.4043 -4.2341 -2.3477
H 1.0209 -2.7238 0.0234
H 0.1675 -1.5420 2.0467
C -2.0330 2.8067 2.6659
H -3.0755 2.5454 2.8735
C -1.2567 2.9936 3.9729
N -1.5749 1.9089 4.9346
C -0.3978 1.4799 5.7314
C 0.1526 2.5506 6.6597
H 1.0561 2.1703 7.1281
H -0.5457 2.7988 7.4535
H 0.4137 3.4575 6.1215
H 0.3743 1.1710 5.0231
H -0.6890 0.6015 6.3078
C -2.7731 2.2210 5.7503
C -3.3448 0.9792 6.4146
H -4.3130 1.2188 6.8447
H -2.7108 0.6150 7.2174
H -3.4853 0.1851 5.6849
H -3.5252 2.6433 5.0815
H -2.5166 2.9789 6.4925
H -1.8496 1.0631 4.3092
H -0.1882 2.9709 3.7480
H -1.4991 3.9608 4.4175
H -2.0191 3.7371 2.0951
S -1.1786 3.3083 -0.4815
H 0.0120 4.0116 -3.2143
H 1.9725 2.9318 -4.2583
H 3.2280 1.2002 -3.1261
H 5.0190 1.3253 -1.6580
H 5.2947 0.7200 -0.0254
H 5.9160 -0.1769 -1.4159
*
```

Output
HOMO level = -10.3 eV
Frontier orbital gap = 7.87 eV
Total energy = -63345.4763 eV
Max |F| = 1.3 eV/A
SMILES = CCOc1cccc2sc(N(CC[NH+](CC)CC)C(=O)c3ccc(S(=O)(=O)N4CCCC4)cc3)nc12